No. 1
{
  "formula": "C46H53O2P2SSi2Ti",
  "method": "the ωB97M-V functional and the def2-TZVPD basis",
  "symbols": ["Ti", "O", "S", "C", "C", "C", "C", "C", "C", "P", "C", "C", "C", "C", "C", "C", "C", "C", "C", "C", "C", "C", "C", "C", "C", "C", "C", "C", "P", "C", "C", "C", "C", "C", "C", "C", "C", "C", "C", "C", "C", "H", "H", "H", "H", "H", "H", "H", "H", "H", "H", "H", "H", "H", "H", "H", "H", "H", "H", "H", "H", "H", "H", "H", "H", "H", "H", "H", "H", "C", "Si", "C", "C", "C", "Si", "C", "C", "C", "H", "H", "H", "H", "H", "H", "H", "H", "H", "H", "H", "H", "H", "H", "H", "H", "H", "H", "H", "C", "O", "C", "C", "H", "H", "H", "H", "H", "H"],
  "coordinates": [[0.0046, 0.0788, -0.3607], [-3.0477, 0.6659, 1.3436], [-1.5936, 0.4784, 1.5302], [-1.0456, 1.7781, 2.6147], [-1.5923, 1.9384, 3.8794], [-1.1706, 3.0027, 4.6560], [-0.2420, 3.9051, 4.1490], [0.2373, 3.7755, 2.8536], [-0.1652, 2.7080, 2.0575], [0.2856, 2.4414, 0.2935], [-0.7935, 3.6691, -0.5411], [-1.9027, 4.2465, 0.0665], [-2.6769, 5.1727, -0.6275], [-2.3412, 5.5288, -1.9220], [-1.2347, 4.9476, -2.5373], [-0.4698, 4.0180, -1.8550], [1.9259, 3.1358, -0.0890], [2.2557, 4.4746, 0.1302], [3.4711, 4.9712, -0.3101], [4.3520, 4.1485, -1.0071], [4.0122, 2.8315, -1.2666], [2.8068, 2.3237, -0.8027], [-1.3033, -1.0974, 2.3541], [-0.9962, -1.2783, 3.6944], [-0.7777, -2.5641, 4.1676], [-0.8615, -3.6508, 3.3083], [-1.1825, -3.4690, 1.9685], [-1.4163, -2.1939, 1.4746], [-1.7481, -1.7809, -0.2851], [-3.5730, -1.8310, -0.4079], [-4.1230, -1.8112, -1.6906], [-5.4964, -1.8779, -1.8654], [-6.3305, -1.9755, -0.7593], [-5.7870, -2.0054, 0.5157], [-4.4119, -1.9254, 0.6952], [-1.3346, -3.2061, -1.3388], [-0.4541, -2.9941, -2.3993], [-0.1858, -4.0137, -3.3033], [-0.7943, -5.2489, -3.1474], [-1.6776, -5.4655, -2.0940], [-1.9608, -4.4455, -1.2016], [-2.3480, 1.2539, 4.2456], [-1.5705, 3.1341, 5.6528], [0.0958, 4.7327, 4.7612], [0.9307, 4.5126, 2.4759], [-2.1775, 3.9718, 1.0768], [-3.5416, 5.6172, -0.1486], [-2.9341, 6.2615, -2.4571], [-0.9692, 5.2245, -3.5514], [0.3869, 3.5579, -2.3353], [1.5457, 5.1490, 0.5914], [3.7226, 6.0106, -0.1336], [5.2991, 4.5448, -1.3547], [4.6880, 2.1961, -1.8284], [2.5471, 1.2920, -0.9926], [-0.8970, -0.4367, 4.3658], [-0.5220, -2.7134, 5.2090], [-0.6665, -4.6491, 3.6820], [-1.2265, -4.3214, 1.3028], [-3.4717, -1.7732, -2.5572], [-5.9136, -1.8637, -2.8643], [-7.4035, -2.0323, -0.8933], [-6.4323, -2.0875, 1.3807], [-4.0058, -1.9337, 1.6981], [0.0199, -2.0283, -2.5154], [0.4970, -3.8401, -4.1271], [-0.5952, -6.0451, -3.8540], [-2.1567, -6.4301, -1.9774], [-2.6831, -4.6074, -0.4099], [2.0997, -3.8377, -0.4542], [2.6826, -2.0826, -0.7981], [2.4895, -1.5526, -2.6018], [4.5494, -2.1920, -0.6156], [1.7169, -0.9076, 0.3467], [2.8556, -0.4446, 1.7837], [4.4226, 0.4828, 1.3247], [3.3011, -2.0430, 2.6960], [2.1351, 0.6502, 3.1326], [2.6863, -4.2435, 0.3765], [2.2502, -4.4947, -1.3175], [1.0455, -3.8884, -0.1767], [2.3337, -2.4106, -3.2664], [3.4135, -1.0623, -2.9288], [1.6724, -0.8532, -2.7669], [4.8799, -2.9229, -1.3640], [4.8895, -2.5424, 0.3593], [5.0547, -1.2496, -0.8400], [0.9700, -1.5611, 0.8498], [4.8235, 0.2480, 0.3376], [5.1929, 0.2349, 2.0644], [4.2552, 1.5626, 1.3691], [4.3192, -2.3698, 2.4718], [2.6232, -2.8635, 2.4360], [3.2413, -1.8904, 3.7786], [2.1173, 1.6997, 2.8292], [2.8087, 0.5760, 3.9947], [1.1365, 0.3649, 3.4678], [-0.6882, 0.8590, -4.5246], [0.0640, 0.6497, -3.3208], [-0.5390, 0.6308, -2.1178], [-1.9884, 1.0695, -2.0944], [0.0253, 0.7759, -5.3379], [-1.1430, 1.8493, -4.5437], [-1.4602, 0.0984, -4.6457], [-2.1023, 2.0562, -2.5481], [-2.3985, 1.1300, -1.0811], [-2.6145, 0.3722, -2.6568]],
  "forces_ev_per_a": [[-0.267, 0.063, 0.459], [0.081, 0.024, -0.080], [-0.363, -0.140, 0.490], [0.149, -0.005, -0.163], [-0.077, 0.003, 0.081], [-0.002, 0.026, 0.019], [0.031, 0.031, -0.028], [-0.062, 0.054, 0.064], [0.080, -0.146, 0.079], [0.086, 0.716, -0.267], [0.021, 0.025, 0.133], [-0.003, -0.085, -0.060], [-0.036, -0.023, 0.053], [0.042, 0.013, -0.076], [-0.040, 0.007, -0.033], [0.003, 0.004, 0.048], [-0.014, -0.181, -0.017], [-0.002, 0.027, -0.064], [0.018, 0.024, -0.009], [0.000, 0.062, 0.041], [0.080, -0.016, -0.042], [-0.066, 0.155, 0.107], [-0.007, 0.000, -0.068], [0.015, 0.051, -0.035], [0.038, -0.064, 0.008], [0.020, -0.020, 0.012], [0.038, -0.029, 0.076], [-0.063, 0.103, -0.003], [-0.333, -0.611, 0.012], [0.058, 0.166, -0.138], [-0.002, -0.027, 0.029], [0.057, 0.002, 0.002], [-0.007, 0.008, -0.006], [0.052, 0.014, 0.027], [-0.018, -0.017, 0.020], [0.168, 0.142, -0.069], [-0.121, -0.044, 0.135], [-0.010, -0.015, 0.000], [-0.011, -0.004, 0.000], [-0.013, -0.035, 0.028], [0.024, -0.044, 0.034], [0.026, 0.020, -0.033], [0.013, 0.003, -0.015], [-0.025, -0.043, -0.025], [0.012, -0.020, -0.021], [-0.019, 0.040, 0.023], [0.060, -0.034, -0.015], [0.024, -0.055, 0.037], [-0.012, -0.013, 0.062], [0.014, 0.036, -0.026], [0.005, -0.010, 0.023], [-0.010, -0.072, -0.004], [-0.070, -0.022, 0.001], [-0.057, 0.025, 0.057], [0.005, -0.108, -0.055], [0.010, -0.023, -0.043], [-0.010, 0.002, -0.038], [-0.020, 0.052, -0.021], [0.007, 0.016, 0.046], [-0.030, -0.007, -0.008], [0.010, 0.000, 0.022], [0.036, -0.004, 0.006], [0.003, 0.006, -0.017], [0.003, 0.002, -0.012], [-0.088, -0.018, -0.039], [-0.044, -0.007, 0.043], [0.014, 0.016, 0.033], [0.010, 0.048, -0.019], [-0.028, 0.000, -0.032], [-0.051, -0.089, -0.050], [-0.132, -0.052, -0.125], [0.085, -0.107, -0.084], [0.090, 0.148, 0.038], [0.397, 0.160, -0.191], [-0.050, -0.142, 0.248], [0.094, 0.045, -0.144], [-0.003, -0.087, -0.025], [-0.084, 0.115, -0.023], [-0.045, 0.019, -0.039], [0.003, 0.054, 0.075], [0.006, -0.043, -0.016], [0.063, 0.080, 0.090], [-0.098, -0.003, 0.021], [0.034, 0.066, -0.093], [-0.053, 0.036, 0.060], [0.008, 0.027, -0.031], [0.003, -0.198, -0.058], [0.130, -0.148, 0.072], [-0.025, 0.103, 0.190], [-0.064, 0.024, -0.069], [0.025, -0.093, 0.026], [-0.055, -0.033, 0.023], [0.062, 0.062, 0.054], [0.011, -0.018, -0.090], [-0.038, -0.056, 0.051], [-0.050, 0.005, -0.086], [0.053, 0.017, 0.030], [0.034, 0.006, 0.062], [-0.082, 0.005, -0.146], [0.262, 0.075, -0.690], [0.074, -0.099, -0.033], [0.041, -0.003, 0.000], [0.002, 0.015, 0.024], [0.005, -0.019, 0.021], [0.007, 0.086, 0.115], [-0.022, -0.020, 0.032], [-0.018, 0.012, 0.031]],
  "total_charge": 1,
  "e_tot_ha": -4444.27693,
  "spin_multiplicity": 1,
  "e_lumo_ev": -2.8929
}

---

No. 2
{
  "formula": "C46H54BiFIN8O5",
  "method": "the ωB97M-V functional and the def2-TZVPD basis",
  "symbols": ["Bi", "N", "C", "C", "N", "C", "C", "N", "C", "C", "N", "H", "H", "H", "H", "H", "H", "C", "C", "C", "C", "C", "C", "C", "C", "N", "C", "C", "C", "C", "N", "C", "C", "C", "C", "C", "C", "C", "C", "H", "H", "H", "H", "H", "H", "H", "H", "H", "H", "H", "H", "H", "H", "H", "H", "H", "H", "H", "H", "H", "H", "H", "H", "C", "C", "C", "C", "C", "C", "C", "F", "C", "C", "C", "O", "C", "C", "N", "C", "C", "O", "O", "H", "H", "H", "H", "H", "H", "H", "H", "H", "H", "H", "I", "C", "H", "H", "C", "C", "C", "O", "H", "H", "H", "H", "H", "H", "C", "C", "N", "O", "H", "H", "H", "H", "H"],
  "coordinates": [[0.2732, 0.3222, 0.3527], [5.0165, -0.3113, 1.5150], [4.8467, -0.1374, 2.8983], [3.8389, 0.8234, 3.0382], [3.4437, 1.2721, 1.8218], [4.1462, 0.5858, 0.9078], [3.9785, 0.7996, -0.5528], [2.9451, 1.5140, -1.0329], [3.0540, 1.4459, -2.3847], [4.1518, 0.7220, -2.7524], [4.7315, 0.2852, -1.5677], [5.5185, -1.0406, 1.0352], [5.4603, -0.6961, 3.6076], [3.3273, 1.1863, 3.9276], [2.2937, 1.9391, -2.9880], [4.5792, 0.3735, -3.6576], [5.5667, -0.2793, -1.4253], [0.2055, 4.8545, 1.0858], [0.7531, 4.3922, 2.3757], [1.8652, 5.0566, 2.9360], [2.3841, 4.6856, 4.1635], [1.7607, 3.6680, 4.8337], [0.7051, 2.9066, 4.2767], [0.2063, 1.7754, 5.0911], [0.1244, 3.2890, 3.0416], [-0.7913, 2.5397, 2.3066], [-2.0522, 2.5079, 2.6311], [-2.6890, 3.3440, 3.7148], [-2.9653, 1.6054, 1.9035], [-4.2719, 1.3238, 2.5696], [-2.5711, 1.0502, 0.7734], [-3.4444, 0.3178, -0.0362], [-3.5694, -1.1021, 0.1587], [-3.3369, -1.8009, 1.4543], [-4.1645, -1.8794, -0.8557], [-4.6588, -1.3129, -2.0328], [-4.5679, 0.0713, -2.1945], [-3.9999, 0.8793, -1.1890], [-3.9598, 2.3650, -1.4654], [0.9710, 5.5211, 0.6276], [-0.7849, 5.3641, 1.2312], [-0.0140, 4.0700, 0.3145], [2.4300, 5.7476, 2.2766], [3.2560, 5.2288, 4.5807], [2.1027, 3.3429, 5.7865], [1.0704, 1.3259, 5.6460], [-0.3395, 1.0087, 4.4824], [-0.5308, 2.0602, 5.8838], [-1.9197, 3.8333, 4.2610], [-3.3112, 2.7339, 4.4027], [-3.3332, 4.1012, 3.2337], [-4.9243, 2.2078, 2.5888], [-4.1136, 0.9784, 3.6104], [-4.7898, 0.5148, 1.9981], [-2.4901, -1.4130, 2.0417], [-3.0646, -2.8514, 1.1924], [-4.2706, -1.9447, 2.0745], [-4.3241, -2.9530, -0.6617], [-5.1489, -1.9192, -2.8325], [-4.8915, 0.5804, -3.1040], [-3.9918, 2.5015, -2.5683], [-3.0267, 2.7635, -0.9943], [-4.8674, 2.8639, -1.0207], [1.5634, -6.6733, -2.0620], [0.8986, -5.8663, -3.1617], [-0.3916, -6.5897, -3.5534], [-1.1368, -5.7924, -4.6285], [-1.2305, -4.3194, -4.3086], [-2.0100, -3.4409, -5.1112], [-2.1673, -2.0881, -4.7385], [-2.9485, -1.2868, -5.4700], [-1.5229, -1.6098, -3.6241], [-0.6125, -2.3990, -2.9177], [0.1192, -1.8403, -1.8137], [-0.3047, -0.6211, -1.4744], [1.2753, -2.5524, -1.3797], [1.4669, -3.8294, -1.8962], [0.6009, -4.4903, -2.6919], [-0.4273, -3.7722, -3.2930], [2.3349, -2.0424, -0.4172], [3.4383, -2.5277, -0.4083], [1.9953, -1.0352, 0.4055], [1.7338, -7.7137, -2.3556], [0.8738, -6.6466, -1.1405], [2.5394, -6.2214, -1.7895], [1.5519, -5.8043, -4.0356], [-1.0634, -6.7687, -2.7121], [-0.0942, -7.5637, -3.9643], [-2.1549, -6.1463, -4.8625], [-0.5269, -5.8728, -5.5695], [-2.5743, -3.8503, -5.9504], [-1.7461, -0.5988, -3.2377], [2.3676, -4.3794, -1.6608], [5.8754, 4.8958, -0.5785], [3.8722, 5.0146, -0.2104], [3.3762, 4.0490, -0.1715], [3.4851, 6.0253, -0.3139], [0.1387, -3.2700, 2.4666], [0.2340, -1.8161, 2.9764], [0.9428, -1.6304, 4.2828], [-0.3037, -0.8311, 2.4164], [-0.1893, -3.9187, 3.2635], [1.1351, -3.6399, 2.1357], [-0.5287, -3.3100, 1.6056], [1.7113, -2.3662, 4.3828], [0.3177, -1.8209, 5.1852], [1.3154, -0.5762, 4.3566], [-0.5346, 3.0889, -3.6744], [-0.0991, 3.3194, -2.2650], [0.3308, 4.5921, -2.0068], [-0.1387, 2.4524, -1.3966], [-1.4247, 3.7015, -3.9295], [-0.7745, 2.0355, -3.7373], [0.3131, 3.3694, -4.3142], [0.2865, 5.2481, -2.7476], [0.9844, 4.7223, -1.2391]],
  "forces_ev_per_a": [[0.144, 1.865, 0.263], [-1.209, 1.714, 0.424], [-0.577, 0.057, -0.520], [1.034, -1.113, -0.078], [0.514, -0.655, -1.519], [0.126, 0.201, 0.749], [-1.005, 0.471, 0.391], [1.211, -0.785, 0.817], [-0.143, 0.201, -0.385], [0.302, -0.636, 0.738], [-0.410, 0.498, 0.759], [0.011, 0.000, 0.243], [-0.440, 0.253, -0.300], [0.516, -0.052, -0.122], [0.452, -0.242, -0.073], [0.025, 0.110, -0.749], [-0.472, 0.305, -0.418], [-0.496, 0.257, -1.494], [0.194, -0.594, 1.032], [-0.200, -0.452, -1.335], [0.424, 0.849, 0.108], [-0.762, -0.838, -0.707], [-0.351, 1.134, -0.303], [-0.741, -1.336, 0.817], [2.612, 1.457, 0.432], [-2.431, -0.818, 0.570], [1.975, 0.277, 0.032], [-0.560, -0.458, -0.366], [0.647, -1.622, -2.276], [-0.846, -0.932, -0.496], [-0.659, 2.237, 2.440], [-0.202, -2.379, -0.485], [-1.190, 0.703, -0.937], [0.466, -1.466, 0.603], [-0.296, 0.198, 0.187], [-0.201, 0.152, -0.571], [0.254, -0.297, 0.736], [-0.034, 0.098, -0.856], [0.059, 0.098, 0.494], [-0.837, 0.034, 0.272], [0.959, -0.034, -0.208], [0.247, 0.217, 1.187], [-0.645, -0.189, 0.662], [-0.671, -0.560, -0.261], [0.369, -0.125, 0.699], [-0.837, 0.066, -0.520], [0.716, 0.486, 0.411], [0.525, 0.127, -0.550], [0.505, 0.538, 0.557], [0.439, 0.487, -0.434], [0.129, -0.262, 0.277], [0.174, -0.204, 0.074], [-0.106, 0.171, -0.558], [0.269, 0.708, 0.559], [-0.598, 0.088, -0.079], [-0.040, 0.584, 0.296], [0.912, 0.634, -0.536], [0.211, 0.570, -0.155], [0.583, 0.434, 0.852], [-0.117, -0.333, 0.219], [0.184, 0.262, 0.807], [-0.775, 0.113, -0.602], [0.960, -0.314, -0.381], [-0.087, 0.584, 1.551], [-0.412, -0.745, 0.398], [-0.408, 0.377, -0.796], [0.536, 0.214, -1.215], [-0.183, 0.890, -0.805], [0.102, -0.456, 1.227], [0.730, -1.271, 0.144], [-0.011, -0.100, 0.113], [-0.544, 1.097, 0.290], [-0.232, -1.583, -0.536], [-0.515, 2.495, -0.242], [1.518, -2.931, -0.799], [-0.363, -0.141, 0.085], [-0.392, -0.094, -0.004], [0.338, 0.562, 0.055], [-0.508, 1.320, 0.007], [-1.079, 1.886, 1.031], [0.544, -0.552, -0.127], [-0.029, -2.182, -1.292], [-0.110, 0.279, -0.040], [1.123, -0.163, -1.247], [-0.519, -0.630, -0.005], [-0.038, 0.113, -0.052], [0.294, 0.076, 0.274], [-0.173, 0.204, 0.173], [0.508, -0.188, 0.206], [-0.663, -0.043, 0.568], [0.162, 0.168, 0.178], [0.268, -0.650, -0.426], [-0.067, 0.315, 0.277], [0.038, -0.071, 0.029], [0.459, 0.050, -0.221], [-0.299, 0.393, 0.089], [-0.297, -0.519, 0.126], [0.530, 1.273, -0.788], [-0.897, 0.449, -0.010], [-0.080, 1.157, 0.458], [0.736, -2.442, 1.606], [-0.212, -0.172, 0.292], [-0.433, 0.427, 0.303], [-0.084, -0.083, 0.130], [0.888, -0.271, -0.054], [-0.166, 0.199, -0.819], [-0.141, -1.129, -0.062], [-0.267, 0.177, -0.108], [-0.117, 0.538, 0.803], [0.256, -1.144, 0.476], [0.062, 0.292, -0.447], [0.558, -0.319, 0.108], [-0.068, -0.128, -0.389], [-0.412, -0.213, -0.152], [0.304, 0.554, -0.434], [-0.445, 0.170, -0.358]],
  "total_charge": 1,
  "e_tot_ha": -3211.45916,
  "spin_multiplicity": 1,
  "e_lumo_ev": [-2.7787, -2.8765],
  "e_above_lowest_kj_mol": 14.3
}